Formula: C23H17IrN5O3
Source: the OMol25 dataset
Level of theory: ωB97M-V/def2-TZVPD

Calculated values
**Gap between HOMO and LUMO (alpha / beta)**: 5.0 / 5.0 eV
**Maximum force**: 0.0915 Eh/bohr
**HOMO energy (alpha / beta)**: -9.8150 / -9.8126 eV
**Electronic energy**: -1490.170817 hartree
**Total charge**: +1
**E_LUMO (alpha / beta)**: -4.837 / -4.853 eV

Element x y z (Å)
Ir: 0.005 0.328 -0.361
O: -0.850 -0.943 -4.379
C: -0.465 -0.391 -3.368
N: -0.276 -0.954 -2.143
C: -0.223 -2.283 -1.894
C: -0.667 -3.321 -2.729
C: -0.574 -4.628 -2.311
C: -0.036 -4.952 -1.056
C: 0.413 -3.966 -0.215
C: 0.342 -2.617 -0.608
N: 0.838 -1.624 0.147
C: 0.798 -1.583 1.518
O: 1.724 -1.397 2.273
C: -0.652 -1.595 1.959
C: -1.134 -2.380 2.990
C: -2.490 -2.318 3.277
C: -3.295 -1.478 2.523
C: -2.722 -0.721 1.510
N: -1.427 -0.776 1.236
C: -0.054 1.058 -3.369
C: -0.200 1.833 -4.512
C: 0.280 3.133 -4.505
C: 0.927 3.599 -3.372
C: 1.024 2.765 -2.271
N: 0.523 1.537 -2.261
H: -1.086 -3.079 -3.692
H: -0.916 -5.418 -2.963
H: 0.041 -5.987 -0.758
H: 0.853 -4.202 0.742
H: -0.456 -3.013 3.539
H: -2.903 -2.913 4.076
H: -4.352 -1.397 2.718
H: -3.312 -0.058 0.893
H: -0.674 1.402 -5.378
H: 0.160 3.761 -5.374
H: 1.356 4.588 -3.338
H: 1.524 3.095 -1.371
O: 0.014 2.418 0.668
N: 0.739 2.732 1.693
C: 1.594 1.846 2.229
C: 2.372 2.161 3.320
C: 2.292 3.433 3.867
C: 1.418 4.344 3.290
C: 0.647 3.970 2.210
H: 1.644 0.882 1.736
H: 3.037 1.409 3.716
H: 2.904 3.710 4.708
H: 1.340 5.351 3.666
H: -0.046 4.638 1.721

Atom charges from the Löwdin analysis, given in e for atoms 1 to 4: Ir 1.34; O 0.10; C -0.44; N 0.01

Formula: C23H17IrN7O2S2Se
Source: the OMol25 dataset
Level of theory: ωB97M-V/def2-TZVPD

Calculated values
**Gap between HOMO and LUMO (alpha / beta)**: 4.2 / 4.4 eV
**Maximum force**: 0.0185 Eh/bohr
**HOMO energy (alpha / beta)**: -11.2327 / -13.6224 eV
**Electronic energy**: -4721.866864 hartree
**⟨S²⟩**: 8.88
**Multiplicity**: 6
**Total charge**: +2
**E_LUMO (alpha / beta)**: -6.998 / -9.236 eV

Element x y z (Å)
Ir: 0.089 0.380 0.828
S: 0.724 0.304 3.543
C: 2.159 0.355 2.712
N: 2.118 0.347 1.355
C: 3.341 0.414 0.796
C: 3.628 0.421 -0.586
C: 4.936 0.485 -0.964
C: 5.980 0.541 0.001
C: 5.725 0.534 1.351
C: 4.391 0.468 1.757
S: 3.759 0.432 3.353
H: 2.821 0.369 -1.306
H: 5.196 0.490 -2.014
H: 7.005 0.587 -0.341
H: 6.530 0.574 2.072
C: -0.923 2.439 -3.302
C: -0.338 1.947 -2.020
N: -0.212 0.683 -1.702
O: -0.746 -0.138 -2.608
C: 0.145 2.846 -1.011
C: 0.416 4.276 -1.241
N: 0.304 2.300 0.227
O: 0.696 3.022 1.164
H: -1.727 1.782 -3.627
H: -0.162 2.438 -4.087
H: -1.307 3.450 -3.196
H: -0.501 -1.036 -2.332
H: 0.823 4.432 -2.239
H: 1.092 4.669 -0.487
H: -0.520 4.843 -1.174
Se: -5.453 -4.810 0.522
N: -5.462 -3.036 0.511
C: -4.217 -2.648 0.571
C: -3.815 -1.237 0.588
C: -4.684 -0.178 0.560
C: -4.176 1.135 0.601
C: -2.824 1.329 0.674
N: -1.947 0.300 0.701
C: -2.425 -0.985 0.656
C: -1.467 -2.000 0.703
N: -0.125 -1.592 0.764
C: 0.864 -2.560 0.772
C: 0.571 -3.877 0.744
C: -0.794 -4.305 0.701
C: -1.795 -3.371 0.685
C: -3.229 -3.693 0.627
N: -3.684 -4.916 0.613
H: -5.748 -0.367 0.514
H: -4.836 1.990 0.597
H: -2.406 2.326 0.737
H: 1.884 -2.205 0.809
H: 1.377 -4.596 0.752
H: -1.050 -5.355 0.677

Atom charges from the Löwdin analysis, given in e for atoms 1 to 4: Ir 1.39; S 0.84; C -1.11; N -0.17

Formula: C23H18BBrF4NPPt
Source: the OMol25 dataset
Level of theory: ωB97M-V/def2-TZVPD

Calculated values
**Gap between HOMO and LUMO (alpha / beta)**: 7.5 / 7.3 eV
**Maximum force**: 0.0171 Eh/bohr
**HOMO energy (alpha / beta)**: -7.6739 / -8.8304 eV
**Electronic energy**: -4401.164975 hartree
**⟨S²⟩**: 2.01
**Multiplicity**: 3
**E_LUMO (alpha / beta)**: -0.190 / -1.535 eV

Element x y z (Å)
Pt: -0.115 0.439 1.810
C: 3.275 1.610 -4.282
C: 3.562 2.103 -3.016
C: 2.771 1.743 -1.938
C: 1.695 0.874 -2.118
C: 1.398 0.393 -3.389
C: 2.195 0.760 -4.465
P: 0.765 0.390 -0.614
C: -0.484 -0.774 -1.268
C: -0.319 -2.155 -1.249
C: -1.327 -2.980 -1.728
C: -2.500 -2.435 -2.231
C: -2.663 -1.057 -2.269
C: -1.658 -0.232 -1.789
C: 1.931 -0.677 0.264
C: 3.127 -1.249 -0.146
C: 3.817 -2.048 0.754
C: 3.315 -2.261 2.033
C: 2.128 -1.665 2.445
C: 1.434 -0.847 1.565
H: 3.892 1.893 -5.125
H: 4.400 2.772 -2.867
H: 2.984 2.129 -0.947
H: 0.559 -0.273 -3.540
H: 1.968 0.375 -5.451
H: 0.593 -2.581 -0.850
H: -1.197 -4.054 -1.708
H: -3.285 -3.084 -2.597
H: -3.576 -0.631 -2.669
H: -1.765 0.847 -1.835
H: 3.510 -1.075 -1.145
H: 4.753 -2.508 0.462
H: 3.862 -2.887 2.727
H: 1.768 -1.832 3.454
F: 1.045 2.651 2.229
B: -0.049 3.368 2.816
F: -1.180 2.444 2.659
F: 0.175 3.571 4.159
F: -0.315 4.521 2.117
Br: -1.144 -0.824 4.344
C: -2.591 -0.148 3.330
C: -3.814 0.102 3.915
C: -4.802 0.658 3.117
C: -4.527 0.934 1.787
C: -3.273 0.634 1.292
N: -2.321 0.088 2.051
H: -3.975 -0.111 4.961
H: -5.774 0.878 3.536
H: -5.268 1.390 1.146
H: -3.002 0.821 0.265

Atom charges from the Löwdin analysis, given in e for atoms 1 to 4: Pt 1.02; C -0.08; C -0.08; C -0.10

Formula: C23H18Br2ILaN7O3S
Source: the OMol25 dataset
Level of theory: ωB97M-V/def2-TZVPD

Calculated values
**Gap between HOMO and LUMO**: 7.7 eV
**Maximum force**: 0.0412 Eh/bohr
**HOMO energy**: -10.6429 eV
**Electronic energy**: -7371.735054 hartree
**Total charge**: +1
**E_LUMO**: -2.899 eV

Element x y z (Å)
La: 0.713 -0.372 -0.085
C: -1.012 -0.436 3.208
C: 0.469 -0.327 3.449
C: 0.987 -0.191 4.751
C: 2.334 -0.118 4.929
C: 3.217 -0.194 3.825
C: 4.634 -0.211 3.943
Br: 5.469 -0.048 5.621
C: 5.406 -0.366 2.838
C: 4.806 -0.481 1.560
Br: 5.933 -0.753 0.083
C: 3.456 -0.410 1.370
O: 2.878 -0.490 0.160
C: 2.637 -0.297 2.550
N: 1.263 -0.346 2.399
H: -1.539 -0.719 4.117
H: -1.243 -1.188 2.451
H: -1.424 0.516 2.865
H: 0.310 -0.160 5.594
H: 2.748 -0.021 5.924
H: 6.483 -0.405 2.919
N: -6.460 1.538 -4.367
C: -5.331 1.167 -3.697
C: -4.320 0.439 -4.350
C: -3.171 0.086 -3.687
C: -3.017 0.452 -2.345
C: -4.004 1.185 -1.686
C: -5.154 1.534 -2.356
S: -1.617 0.062 -1.473
O: -1.391 -1.386 -1.390
O: -1.751 0.650 -0.129
N: -0.224 0.598 -2.067
C: 0.053 1.962 -1.739
N: -0.676 2.944 -2.255
C: -0.371 4.171 -1.850
C: 0.644 4.435 -0.938
C: 1.331 3.350 -0.460
N: 1.053 2.098 -0.857
H: -6.660 1.167 -5.277
H: -7.238 1.928 -3.869
H: -4.450 0.161 -5.389
H: -2.404 -0.469 -4.212
H: -3.863 1.470 -0.653
H: -5.925 2.098 -1.845
H: -0.957 4.983 -2.267
H: 0.884 5.438 -0.618
H: 2.139 3.462 0.253
I: 0.533 -7.009 -0.798
C: 1.197 -5.092 -0.613
C: 2.501 -4.643 -0.662
N: 2.467 -3.316 -0.494
N: 1.210 -2.860 -0.337
C: 0.434 -3.940 -0.413
H: 3.433 -5.165 -0.806
H: 3.221 -2.641 -0.487
H: -0.638 -3.842 -0.340

Atom charges from the Löwdin analysis, given in e for atoms 1 to 4: La 2.14; C -0.02; C -0.31; C 0.01

Formula: C23H18BrIPPt
Source: the OMol25 dataset
Level of theory: ωB97M-V/def2-TZVPD

Calculated values
**Gap between HOMO and LUMO**: 6.1 eV
**Maximum force**: 0.0285 Eh/bohr
**HOMO energy**: -11.4217 eV
**Electronic energy**: -4219.368968 hartree
**Total charge**: +1
**E_LUMO**: -5.350 eV

Element x y z (Å)
Pt: -0.044 -2.558 0.103
C: -3.245 2.979 -2.418
C: -3.095 3.041 -1.040
C: -2.346 2.086 -0.372
C: -1.725 1.075 -1.104
C: -1.891 1.000 -2.487
C: -2.648 1.956 -3.142
P: -0.608 -0.100 -0.298
C: -0.914 0.099 1.475
C: -2.163 -0.313 1.949
C: -2.447 -0.235 3.300
C: -1.485 0.249 4.178
C: -0.248 0.663 3.707
C: 0.046 0.586 2.355
C: 1.057 0.497 -0.650
C: 1.331 1.805 -0.979
C: 2.653 2.208 -1.223
C: 3.673 1.296 -1.159
C: 3.423 -0.059 -0.847
C: 4.457 -1.021 -0.796
C: 4.184 -2.328 -0.495
C: 2.863 -2.737 -0.244
C: 1.835 -1.832 -0.306
C: 2.087 -0.468 -0.589
H: -3.833 3.730 -2.929
H: -3.562 3.839 -0.478
H: -2.226 2.140 0.701
H: -1.419 0.199 -3.046
H: -2.776 1.903 -4.214
H: -2.911 -0.681 1.255
H: -3.411 -0.557 3.670
H: -1.704 0.306 5.237
H: 0.494 1.044 4.395
H: 1.015 0.899 1.985
H: 0.528 2.528 -1.042
H: 2.860 3.241 -1.466
H: 4.694 1.599 -1.354
H: 5.472 -0.705 -1.002
H: 4.982 -3.056 -0.437
H: 2.672 -3.774 0.004
I: -2.781 -3.194 -1.024
C: -1.046 -4.318 -0.534
H: -0.638 -4.788 -1.420
H: -1.254 -4.996 0.285
Br: 0.092 -3.252 2.496

Atom charges from the Löwdin analysis, given in e for atoms 1 to 4: Pt 0.63; C -0.05; C -0.05; C -0.07